The following is a DFT calculation (wB97M-V/def2-TZVPD) of a molecular structure, C44H32F6N13NaO6S4.

Properties
HOMO energy	-2.07	eV
total energy	-5213.50800	Ha

Geometry as ORCA input:
```
! RIJCOSX wB97M-V def2-TZVPD def2/J DEFGRID3
* xyz -2 1
Na -0.744 0.034 1.068
C -5.212 0.951 1.130
C -3.851 0.821 1.377
N -3.182 -0.259 1.027
C -3.853 -1.244 0.434
C -5.233 -1.117 0.235
N -5.906 -0.030 0.568
C -3.075 -2.420 0.023
C -3.671 -3.480 -0.656
C -2.910 -4.569 -1.085
C -1.551 -4.539 -0.757
C -1.047 -3.459 -0.037
N -1.782 -2.421 0.324
C 0.370 -3.452 0.373
C 1.396 -3.745 -0.532
N 2.662 -3.799 -0.156
C 2.922 -3.522 1.115
C 1.910 -3.211 2.012
N 0.643 -3.214 1.650
C -3.515 -5.669 -1.840
C -4.807 -5.570 -2.375
C -5.342 -6.625 -3.082
N -4.700 -7.763 -3.319
C -3.472 -7.863 -2.827
C -2.847 -6.877 -2.090
H -5.767 1.845 1.387
H -3.282 1.575 1.894
H -5.844 -1.893 -0.206
H -4.726 -3.451 -0.856
H -0.887 -5.343 -1.037
H 1.203 -3.937 -1.582
H 3.962 -3.568 1.405
H 2.109 -2.965 3.044
H -5.393 -4.675 -2.261
H -6.342 -6.565 -3.496
H -2.964 -8.797 -3.042
H -1.852 -7.055 -1.716
C -2.249 -1.876 6.663
S -3.176 -0.489 5.939
C -2.223 -0.336 4.397
S -1.976 -1.734 3.516
N -1.796 0.865 4.242
N -1.238 1.323 3.133
C -0.372 2.258 3.251
C 0.227 2.902 2.105
C 0.659 4.234 2.186
C 1.223 4.823 1.072
C 1.350 4.076 -0.089
C 0.904 2.762 -0.067
N 0.362 2.194 0.986
H -2.822 -2.279 7.491
H -2.113 -2.612 5.875
H -1.287 -1.512 7.014
H -0.064 2.614 4.243
H 0.519 4.792 3.103
H 1.555 5.855 1.100
H 1.763 4.501 -0.990
H 0.991 2.140 -0.942
C 4.011 5.757 -3.862
O 4.347 5.650 -2.505
C 4.811 4.430 -2.044
C 4.609 4.174 -0.689
C 5.035 2.995 -0.128
C 5.743 2.045 -0.886
C 5.963 2.330 -2.240
C 5.479 3.490 -2.818
N 6.421 1.019 -0.275
N 6.018 0.339 0.707
C 4.733 0.112 1.058
C 4.509 -0.102 2.433
C 3.258 -0.223 2.964
C 2.079 -0.270 2.153
O 0.931 -0.331 2.617
C 2.321 -0.285 0.709
N 1.273 -0.602 -0.050
C 1.415 -0.666 -1.349
C 2.636 -0.447 -1.989
C 3.735 -0.150 -1.222
C 3.609 -0.030 0.172
H 3.331 6.607 -3.936
H 3.501 4.859 -4.221
H 4.894 5.939 -4.490
H 4.087 4.911 -0.096
H 4.847 2.794 0.917
H 6.507 1.616 -2.843
H 5.633 3.653 -3.877
H 5.376 -0.059 3.080
H 3.128 -0.266 4.037
H 0.527 -0.930 -1.909
H 2.721 -0.567 -3.061
H 4.702 -0.041 -1.691
F -2.135 1.974 -4.075
C -1.454 1.104 -3.318
F -0.198 1.527 -3.236
F -1.400 -0.036 -4.036
S -2.294 0.729 -1.647
O -1.227 0.765 -0.709
O -2.918 -0.527 -1.916
N -3.376 1.861 -1.488
S -2.831 3.331 -1.644
O -3.658 4.129 -2.499
O -1.415 3.408 -1.823
C -3.164 4.159 0.025
F -2.455 3.651 1.027
F -2.865 5.466 -0.039
F -4.457 4.081 0.371
*
```


The following is a DFT calculation (wB97M-V/def2-TZVPD) of a molecular structure, C44H32N6P2PtSe2.

Properties
HOMO energy	-6.60	eV
total energy	-7629.41109	Ha

Geometry as ORCA input:
```
! RIJCOSX wB97M-V def2-TZVPD def2/J DEFGRID3
* xyz 0 1
Pt -0.687 0.014 0.543
C 4.128 -2.504 -0.477
C 3.316 -1.393 -0.789
N 2.539 -0.792 0.073
C 2.499 -1.260 1.348
C 3.279 -2.363 1.765
C 4.106 -2.981 0.799
C 3.219 -2.818 3.103
C 2.391 -2.187 3.982
C 1.600 -1.093 3.578
C 1.629 -0.608 2.290
N 0.832 0.446 1.837
C 0.457 1.468 2.682
C 1.087 1.899 3.841
C 0.574 2.976 4.589
C -0.548 3.664 4.209
C -1.173 3.314 2.993
C -2.331 3.932 2.451
C -2.823 3.567 1.236
C -2.153 2.584 0.459
N -1.111 1.963 0.993
C -0.645 2.259 2.243
H 4.747 -2.953 -1.242
H 3.315 -0.992 -1.798
H 4.711 -3.831 1.092
H 3.828 -3.661 3.406
H 2.322 -2.531 5.007
H 0.932 -0.637 4.296
H 1.978 1.395 4.186
H 1.090 3.259 5.498
H -0.944 4.473 4.809
H -2.816 4.721 3.015
H -3.705 4.038 0.823
H -2.105 2.735 -0.609
Se -6.273 -3.806 0.661
P -6.262 -1.764 0.179
C -7.066 -0.750 1.444
C -8.417 -0.445 1.336
C -9.056 0.240 2.359
C -8.349 0.616 3.490
C -7.000 0.302 3.604
C -6.359 -0.382 2.585
C -7.088 -1.359 -1.388
C -7.208 -0.029 -1.792
C -7.830 0.272 -2.991
C -8.331 -0.748 -3.792
C -8.214 -2.069 -3.391
C -7.594 -2.377 -2.187
C -4.643 -0.967 0.010
C -3.324 -1.366 -0.204
N -2.593 -0.217 -0.220
N -3.414 0.795 -0.020
N -4.640 0.384 0.106
P -2.337 -2.868 -0.219
Se -0.235 -2.289 -0.096
C -2.650 -3.822 -1.718
C -1.578 -4.424 -2.373
C -1.802 -5.178 -3.515
C -3.090 -5.319 -4.012
C -4.156 -4.709 -3.367
C -3.941 -3.964 -2.219
C -2.833 -3.832 1.212
C -2.890 -3.184 2.443
C -3.253 -3.896 3.572
C -3.538 -5.253 3.474
C -3.448 -5.901 2.252
C -3.097 -5.190 1.114
H -8.973 -0.740 0.454
H -10.108 0.479 2.271
H -8.847 1.152 4.288
H -6.446 0.593 4.487
H -5.308 -0.626 2.675
H -6.813 0.763 -1.167
H -7.925 1.304 -3.304
H -8.816 -0.508 -4.730
H -8.608 -2.864 -4.012
H -7.507 -3.403 -1.850
H -0.570 -4.293 -2.000
H -0.968 -5.646 -4.021
H -3.261 -5.901 -4.909
H -5.162 -4.812 -3.754
H -4.781 -3.519 -1.705
H -2.643 -2.130 2.516
H -3.312 -3.395 4.529
H -3.826 -5.807 4.358
H -3.665 -6.958 2.180
H -3.055 -5.688 0.153
*
```


The following is a DFT calculation (wB97M-V/def2-TZVPD) of a molecular structure, C44H33Br2N12O4W.

Properties
HOMO energy	-9.73	eV
total energy	-7869.58894	Ha

Geometry as ORCA input:
```
! RIJCOSX wB97M-V def2-TZVPD def2/J DEFGRID3
* xyz 1 1
W 0.103 1.516 1.019
O -2.227 1.256 4.375
C -1.729 1.074 3.282
N -0.406 1.076 2.959
C 0.497 1.373 4.054
C 1.462 2.417 3.606
C 2.378 3.002 4.467
C 3.255 3.949 3.979
C 3.200 4.277 2.631
C 2.269 3.652 1.832
N 1.399 2.744 2.311
C -2.578 0.698 2.100
C -3.886 0.298 2.280
C -4.580 -0.217 1.198
C -3.913 -0.342 -0.011
C -2.610 0.107 -0.114
N -1.954 0.664 0.911
H 1.050 0.483 4.379
H -0.070 1.729 4.917
H 2.390 2.706 5.507
H 3.975 4.421 4.633
H 3.872 5.003 2.197
H 2.207 3.859 0.775
H -4.311 0.382 3.270
H -5.608 -0.538 1.300
H -4.388 -0.784 -0.875
H -2.067 -0.010 -1.038
Br -0.175 -4.659 -3.659
C 0.941 -3.238 -4.223
C 0.535 -2.424 -5.270
C 1.355 -1.382 -5.673
C 2.539 -1.129 -4.996
C 2.957 -1.970 -3.974
C 2.160 -3.038 -3.593
N 3.362 -0.043 -5.463
N 3.732 0.843 -4.688
C 3.276 0.844 -3.320
C 4.193 0.758 -2.311
C 3.814 0.789 -0.953
C 2.489 0.910 -0.612
O 2.012 0.951 0.626
C 1.543 1.062 -1.654
N 0.264 1.264 -1.228
C -0.642 1.600 -2.125
C -0.366 1.663 -3.496
C 0.899 1.381 -3.943
C 1.908 1.068 -3.010
H -0.400 -2.616 -5.777
H 1.075 -0.762 -6.516
H 3.908 -1.802 -3.487
H 2.494 -3.715 -2.820
H 5.240 0.660 -2.569
H 4.563 0.716 -0.175
H -1.623 1.864 -1.753
H -1.151 1.948 -4.181
H 1.135 1.438 -4.997
Br -3.759 8.016 2.324
C -2.437 7.222 1.245
C -1.795 7.976 0.268
N -0.853 7.478 -0.526
C -0.518 6.204 -0.373
C -1.109 5.378 0.576
C -2.093 5.897 1.411
C -0.702 3.972 0.701
O 0.187 3.451 -0.036
O -1.205 3.189 1.557
H -2.053 9.019 0.127
H 0.250 5.814 -1.031
H -2.564 5.276 2.161
C 0.148 -1.962 3.222
C 0.292 -2.000 1.741
N 0.209 -1.013 0.855
C 0.387 -1.613 -0.383
C 0.591 -2.940 -0.238
N 0.532 -3.177 1.109
C 0.687 -4.493 1.722
N 0.068 -5.494 0.916
N 0.843 -6.313 0.149
N 0.098 -7.018 -0.600
C -1.220 -6.660 -0.379
C -2.399 -7.125 -0.966
C -3.574 -6.544 -0.550
C -3.588 -5.526 0.427
C -2.433 -5.062 1.016
C -1.247 -5.661 0.590
H -0.112 -0.964 3.540
H 1.075 -2.263 3.713
H -0.641 -2.640 3.552
H 0.337 -1.076 -1.310
H 0.727 -3.728 -0.957
H 0.245 -4.469 2.715
H 1.740 -4.761 1.800
H -2.376 -7.908 -1.712
H -4.513 -6.871 -0.974
H -4.539 -5.103 0.725
H -2.453 -4.283 1.768
*
```